Entry from OMol25: C6H8O2 in the gas phase (ωB97M-V with the def2-TZVPD basis set).

Results
SMILES: C/C=C(\C)OC#CO
ΔE to the lowest compared entry with this formula, charge and spin: 5.2387 eV

The geometry in ORCA input format:
```
! wB97M-V def2-TZVPD RIJCOSX def2/J DEFGRID3
* xyz 0 1
C -1.450 -1.606 0.337
C -1.020 1.465 -0.095
C -0.151 -0.885 0.279
C 0.070 0.469 0.193
O 0.911 -1.694 0.132
O 2.631 1.238 -0.929
C 2.081 -1.089 -0.283
C 1.922 0.148 -0.683
H 3.351 1.330 -0.286
H 0.871 0.840 0.833
H -1.766 -1.897 -0.671
H -1.327 -2.526 0.911
H -2.233 -0.999 0.787
H -0.592 2.358 -0.553
H -1.761 1.063 -0.787
H -1.537 1.783 0.817
*
```

***

Entry from OMol25: a molecular structure, C2H3I2O3S in a non-equilibrium geometry (ωB97M-V with the def2-TZVPD basis set).

Results
ΔE to the lowest compared entry with this formula, charge and spin: 0.0000 eV

The geometry in ORCA input format:
```
! wB97M-V def2-TZVPD RIJCOSX def2/J DEFGRID3
* xyz -1 1
C -0.239 -0.036 -0.087
C -1.196 0.840 -0.746
O -0.197 2.776 0.779
O -2.228 3.326 -0.408
O -2.239 1.836 1.585
S -1.530 2.409 0.481
I -0.453 1.971 -2.379
I -2.842 -0.344 -1.463
H 0.090 -0.941 -0.566
H -0.601 -0.423 0.858
H 0.647 0.443 0.008
*
```

***

Entry from OMol25: a molecular structure, C12H11Br21FNO5 in a non-equilibrium geometry (ωB97M-V with the def2-TZVPD basis set).

Results
Electronic energy: -1497954.6384 eV

The geometry in ORCA input format:
```
! wB97M-V def2-TZVPD RIJCOSX def2/J DEFGRID3
* xyz 0 1
O -2.944 -0.949 3.433
C -3.103 -1.021 2.183
F -4.377 -1.385 1.606
N -1.950 -0.669 1.334
C -1.116 -1.858 1.024
O -1.577 -3.013 0.824
C 0.473 -1.667 0.989
C 1.316 -1.651 2.356
O 2.274 -0.594 1.982
C 1.362 0.405 1.437
O 1.195 1.589 1.788
O 0.691 -0.359 0.394
H -2.220 -0.144 0.487
H 0.907 -2.456 0.279
H 0.724 -1.440 3.331
H 1.937 -2.587 2.563
C 4.817 3.054 2.603
Br 5.332 1.993 1.062
Br 5.046 2.075 4.262
Br 5.735 4.763 2.640
H 3.753 3.266 2.502
C -6.567 -1.249 -1.420
Br -8.246 -0.309 -1.178
Br -6.557 -2.304 -3.047
Br -5.048 -0.043 -1.335
H -6.468 -1.945 -0.588
C -0.747 4.530 3.197
Br -2.457 4.467 2.282
Br 0.407 5.912 2.473
Br -0.961 4.703 5.117
H -0.253 3.575 3.015
C 2.244 -4.305 -2.039
Br 2.633 -6.113 -2.629
Br 0.621 -4.225 -0.979
Br 3.750 -3.510 -1.109
H 2.070 -3.708 -2.933
C 1.431 1.899 -2.841
Br 1.805 0.089 -3.434
Br -0.194 1.992 -1.785
Br 2.941 2.677 -1.905
H 1.265 2.499 -3.735
C 1.017 7.424 -1.216
Br 0.664 5.580 -1.701
Br 2.199 8.291 -2.488
Br -0.622 8.428 -0.954
H 1.537 7.408 -0.258
C -0.833 -7.784 -3.502
Br -1.983 -6.258 -3.170
Br -1.147 -9.214 -2.228
Br -0.971 -8.407 -5.334
H 0.193 -7.447 -3.356
*
```

***

Entry from OMol25: 2 unconnected molecules or ions with the total composition C3H3Cl3S2 in a non-equilibrium geometry (ωB97M-V with the def2-TZVPD basis set).

Results
ΔE to the lowest compared entry with this formula, charge and spin: 4.4658 eV

The geometry in ORCA input format:
```
! wB97M-V def2-TZVPD RIJCOSX def2/J DEFGRID3
* xyz 0 1
C 2.517 0.987 0.098
C 1.728 -0.014 0.306
C -1.104 -0.017 0.967
S -1.925 1.057 -0.092
S -1.168 -1.805 0.732
Cl 4.360 0.646 -0.142
Cl 2.025 -1.642 0.432
Cl -1.096 0.611 2.552
H 2.494 2.049 0.395
H -1.227 1.049 -1.200
H -1.962 -2.181 1.792
*
```

***

Entry from OMol25: C6H4O in the gas phase in a non-equilibrium geometry (ωB97M-V with the def2-TZVPD basis set).

Results
SMILES: C#CC(=O)C#CC
ΔE to the lowest compared entry with this formula, charge and spin: 2.7435 eV

The geometry in ORCA input format:
```
! wB97M-V def2-TZVPD RIJCOSX def2/J DEFGRID3
* xyz 0 1
C -2.483 -0.172 -0.815
C -1.148 0.153 -0.344
C -0.074 0.394 0.142
C 1.142 0.611 0.880
O 1.423 1.649 1.438
C 2.126 -0.461 0.832
C 3.250 -0.697 0.464
H -2.854 0.578 -1.518
H -3.148 -0.192 0.054
H -2.498 -1.155 -1.291
H 4.265 -0.708 0.158
*
```

***

Entry from OMol25: 2 unconnected molecules or ions with the total composition C6H14Cl3NSi in a non-equilibrium geometry (ωB97M-V with the def2-TZVPD basis set).

Results
ΔE to the lowest compared entry with this formula, charge and spin: 0.1066 eV

The geometry in ORCA input format:
```
! wB97M-V def2-TZVPD RIJCOSX def2/J DEFGRID3
* xyz 0 1
C -0.072 1.479 1.190
C -0.131 2.289 -1.210
C -0.727 -2.416 -0.968
C 0.574 -1.589 1.102
C 0.399 1.150 -0.254
C 0.140 -1.328 -0.428
N -0.336 0.014 -0.732
Si -3.113 0.209 0.117
Cl -3.310 -0.623 1.942
Cl -4.117 -0.720 -1.424
Cl -3.773 2.064 0.201
H -0.562 2.362 1.255
H -0.751 0.735 1.583
H 0.758 1.597 1.874
H 0.550 3.049 -1.271
H -0.960 2.799 -0.833
H -0.339 1.898 -2.135
H -0.279 -3.336 -0.890
H -1.782 -2.500 -0.421
H -0.745 -2.263 -2.079
H 1.438 -1.169 1.468
H 0.619 -2.607 1.121
H -0.275 -1.367 1.755
H 1.385 0.871 -0.496
H 1.012 -1.225 -1.080
*
```

***

Entry from OMol25: a molecular structure, C7H17LiNO3Si in a non-equilibrium geometry (ωB97M-V with the def2-TZVPD basis set).

Results
Electronic energy: -23242.8114 eV

The geometry in ORCA input format:
```
! wB97M-V def2-TZVPD RIJCOSX def2/J DEFGRID3
* xyz 1 1
C 4.924 0.926 0.684
C 4.357 0.077 -0.552
O 3.518 -1.061 -0.149
Si 1.895 -0.535 -0.409
N 1.510 -0.144 -2.123
C 0.556 -1.794 0.168
C -0.628 -0.891 0.836
O -1.965 -1.403 0.537
C -2.855 -0.342 0.916
O -2.644 0.383 1.925
C -4.168 0.031 0.057
C -4.247 1.625 -0.267
H 5.035 2.038 0.396
H 4.303 0.867 1.636
H 5.999 0.567 0.892
H 5.243 -0.377 -1.122
H 3.799 0.814 -1.242
H 1.719 0.708 0.383
H 1.549 0.897 -2.156
H 0.488 -0.335 -2.209
H 0.999 -2.509 0.960
H 0.142 -2.418 -0.713
H -0.378 -0.817 1.943
H -0.544 0.134 0.313
H -5.075 -0.180 0.751
H -4.273 -0.605 -0.895
H -5.355 1.915 -0.392
H -3.646 1.857 -1.206
H -3.867 2.234 0.627
Li -6.389 -1.663 0.411
*
```

***

Entry from OMol25: 2 unconnected molecules or ions with the total composition C6H12O (ωB97M-V with the def2-TZVPD basis set).

Results
SMILES: C/C=C/O.C=CC
ΔE to the lowest compared entry with this formula, charge and spin: 1.7952 eV

The geometry in ORCA input format:
```
! wB97M-V def2-TZVPD RIJCOSX def2/J DEFGRID3
* xyz 0 1
C -0.030 -1.533 -1.951
C -1.157 -1.964 -1.067
C -2.332 -1.347 -1.028
H 0.222 -2.249 -2.733
H -0.250 -0.597 -2.470
H 0.869 -1.347 -1.357
H -0.999 -2.855 -0.470
H -3.152 -1.702 -0.415
H -2.542 -0.469 -1.628
C 2.063 2.347 1.293
C 1.156 1.258 1.761
C 0.017 0.940 1.151
O -0.700 -0.153 1.539
H 3.067 1.949 1.080
H 1.694 2.853 0.405
H 2.331 3.064 2.077
H 1.418 0.732 2.670
H -0.358 1.495 0.297
H -1.317 -0.422 0.846
*
```

***

Entry from OMol25: 2 unconnected molecules or ions with the total composition C5H8NP in a non-equilibrium geometry (ωB97M-V with the def2-TZVPD basis set).

Results
ΔE to the lowest compared entry with this formula, charge and spin: 5.9343 eV

The geometry in ORCA input format:
```
! wB97M-V def2-TZVPD RIJCOSX def2/J DEFGRID3
* xyz 0 1
C -2.687 0.067 0.107
C -0.641 -0.829 0.310
C -0.299 0.440 0.719
C 0.329 -1.998 0.288
C 2.685 1.550 -1.039
N -2.017 -0.957 -0.012
P -1.646 1.607 0.442
H -3.698 0.262 -0.347
H 0.528 -2.397 1.320
H 1.285 -1.675 -0.211
H -0.179 -2.834 -0.249
H 3.687 1.496 -1.425
H 2.297 2.644 -0.911
H 2.038 0.734 -0.742
H -1.682 1.890 1.748
*
```

***

Entry from OMol25: 7 unconnected molecules or ions with the total composition C47H76ClF4N8O21S3 in a non-equilibrium geometry (ωB97M-V with the def2-TZVPD basis set).

Results
ΔE to the lowest compared entry with this formula, charge and spin: 9.6948 eV

The geometry in ORCA input format:
```
! wB97M-V def2-TZVPD RIJCOSX def2/J DEFGRID3
* xyz 1 1
C -1.712 -6.173 4.511
C -2.437 -4.698 4.328
O -1.418 -3.691 4.747
C -2.172 -2.414 4.742
C -1.142 -1.100 4.714
N -1.603 0.006 3.788
C -2.225 1.246 4.466
N -3.328 1.289 5.328
C -3.850 2.587 5.900
C -4.748 2.446 7.263
N -6.197 2.027 7.024
N -4.065 1.624 8.373
N -4.842 3.871 7.849
N -4.005 0.098 5.678
C -5.092 -0.083 4.814
S -6.745 0.047 4.301
N -1.526 2.559 4.053
C -1.015 2.198 2.641
C -2.198 2.468 1.548
C -3.168 1.196 1.209
C -4.470 1.822 0.365
S -5.342 0.478 -0.677
C -6.364 -0.499 0.546
S -5.538 -1.745 1.422
N -7.837 -0.354 0.837
C -8.294 1.079 0.949
C -9.852 1.354 0.505
O -10.247 0.755 -0.779
C -9.271 -0.233 -1.263
C -8.712 -1.197 -0.059
C 0.026 3.432 2.359
F -0.701 4.680 1.911
F 0.785 3.877 3.587
C 1.159 3.143 1.210
F 1.604 4.502 0.720
F 2.398 2.484 1.710
C -0.483 0.699 2.984
O 0.484 0.958 4.104
C 0.433 -0.166 1.961
C 0.029 -0.114 0.382
C 1.463 -0.136 -0.479
Cl -0.878 -1.671 -0.192
H -2.397 -6.970 3.978
H -0.650 -6.108 3.980
H -1.579 -6.394 5.671
H -2.648 -4.478 3.187
H -3.390 -4.553 5.006
H -3.007 -2.353 3.925
H -2.699 -2.355 5.811
H -0.085 -1.566 4.415
H -0.981 -0.627 5.784
H -4.428 3.236 5.083
H -2.905 3.256 6.194
H -6.842 2.480 7.710
H -6.320 0.993 7.075
H -4.760 0.875 8.596
H -3.212 1.171 7.963
H -5.420 3.793 8.718
H -3.869 4.130 8.151
H -2.155 3.360 3.830
H -2.903 3.383 1.785
H -1.654 2.753 0.524
H -3.635 0.654 2.135
H -2.710 0.382 0.504
H -4.011 2.631 -0.352
H -5.211 2.382 1.079
H -8.230 1.363 2.107
H -7.634 1.867 0.391
H -10.638 1.078 1.357
H -9.960 2.535 0.370
H -8.313 0.282 -1.744
H -9.690 -0.954 -2.110
H -9.656 -1.510 0.601
H -8.189 -2.183 -0.417
H 0.763 2.589 0.252
H 1.325 1.371 3.749
H 1.602 0.069 2.023
H 0.347 -1.310 2.294
H -0.528 0.849 0.025
H 2.109 -1.088 -0.262
H 1.248 -0.096 -1.651
H 2.104 0.841 -0.257
C 0.455 7.501 -1.167
C 0.163 8.641 -0.214
C -0.655 8.231 0.975
O -1.358 9.416 1.297
C -1.459 10.134 0.140
O -2.177 11.111 -0.003
O -0.656 9.618 -0.834
H -0.432 7.242 -1.761
H 1.230 7.799 -1.883
H 0.804 6.610 -0.640
H 1.099 9.125 0.098
H -0.031 7.915 1.815
H -1.382 7.441 0.755
C -2.719 7.918 -4.561
C -2.029 6.847 -5.381
C -2.883 6.299 -6.486
O -2.405 4.975 -6.627
C -1.887 4.619 -5.414
O -1.571 3.480 -5.108
O -1.770 5.699 -4.590
H -3.465 7.483 -3.883
H -1.988 8.434 -3.927
H -3.204 8.664 -5.195
H -1.073 7.222 -5.768
H -2.755 6.854 -7.419
H -3.950 6.262 -6.239
C 7.126 -3.624 0.625
C 5.801 -3.154 0.061
C 5.545 -1.692 0.278
O 4.134 -1.626 0.346
C 3.709 -2.851 0.777
O 2.569 -3.094 1.144
O 4.720 -3.765 0.745
H 7.086 -3.707 1.720
H 7.361 -4.626 0.247
H 7.945 -2.956 0.347
H 5.727 -3.415 -1.003
H 5.918 -1.082 -0.548
H 5.959 -1.309 1.218
C 4.266 -4.753 -5.376
C 5.715 -4.534 -4.994
C 6.197 -5.467 -3.921
O 7.195 -4.707 -3.268
C 6.872 -3.393 -3.462
O 7.395 -2.461 -2.871
O 5.891 -3.259 -4.400
H 3.587 -4.356 -4.609
H 4.037 -4.212 -6.302
H 4.044 -5.811 -5.538
H 6.356 -4.591 -5.884
H 6.622 -6.384 -4.334
H 5.423 -5.731 -3.191
C 12.449 -2.301 -2.551
C 11.814 -2.074 -1.194
C 11.096 -3.279 -0.661
O 10.079 -2.710 0.141
C 9.827 -1.470 -0.375
O 8.870 -0.777 -0.063
O 10.779 -1.108 -1.281
H 11.694 -2.310 -3.348
H 13.137 -1.481 -2.785
H 13.013 -3.237 -2.582
H 12.564 -1.711 -0.479
H 11.751 -3.913 -0.057
H 10.629 -3.891 -1.440
C -0.277 -8.575 -7.941
C 0.896 -8.236 -7.044
C 1.333 -6.804 -7.147
O 2.714 -6.874 -6.849
C 3.121 -8.132 -7.192
O 4.289 -8.482 -7.263
O 2.056 -8.945 -7.445
H 0.035 -8.657 -8.991
H -0.691 -9.551 -7.663
H -1.075 -7.832 -7.862
H 0.670 -8.507 -6.004
H 0.817 -6.164 -6.426
H 1.211 -6.380 -8.150
*
```

***

Entry from OMol25: 2 unconnected molecules or ions with the total composition C23H28N2O4 in a non-equilibrium geometry (ωB97M-V with the def2-TZVPD basis set).

Results
ΔE to the lowest compared entry with this formula, charge and spin: 6.0015 eV

The geometry in ORCA input format:
```
! wB97M-V def2-TZVPD RIJCOSX def2/J DEFGRID3
* xyz 0 1
C 4.201 -0.945 3.396
C 3.157 0.134 3.326
O 1.844 -0.443 3.265
C 0.923 0.547 3.137
C -0.464 0.028 3.106
C -1.534 0.997 3.178
O -1.362 2.212 3.213
C -2.979 0.457 3.149
C -3.099 -0.975 3.631
C -2.124 -1.872 2.870
C -0.665 -1.423 3.084
O 1.258 1.718 3.044
H 5.176 -0.453 3.413
H 4.117 -1.542 4.308
H 4.176 -1.602 2.522
H 3.213 0.772 4.219
H 3.318 0.754 2.435
H -3.607 1.123 3.753
H -3.337 0.524 2.107
H -2.874 -1.015 4.704
H -4.127 -1.329 3.492
H -2.221 -2.917 3.196
H -2.329 -1.843 1.788
H -0.062 -1.857 2.266
H -0.286 -1.862 4.029
C -0.013 -0.978 -4.211
N 0.226 -2.286 -3.631
C 0.464 -3.395 -4.430
C 0.532 -4.469 -3.613
N 0.369 -4.009 -2.313
C 0.356 -4.897 -1.168
C 0.209 -2.662 -2.326
C -0.057 -1.848 -1.133
C 0.274 -0.429 -1.156
C -0.270 0.409 -0.236
C -0.218 1.852 -0.375
C -1.260 2.656 0.137
C -1.376 3.994 -0.214
C -0.414 4.578 -1.050
C 0.677 3.818 -1.497
C 0.789 2.472 -1.153
O -0.548 -2.392 -0.118
H -0.392 -0.276 -3.467
H 0.912 -0.582 -4.656
H -0.752 -1.082 -5.018
H 0.550 -3.319 -5.502
H 0.669 -5.514 -3.834
H 0.422 -4.315 -0.248
H -0.573 -5.483 -1.147
H 1.201 -5.590 -1.256
H 0.955 -0.100 -1.939
H -0.886 -0.001 0.570
H -1.982 2.189 0.807
H -2.222 4.566 0.168
H -0.515 5.623 -1.344
H 1.442 4.271 -2.130
H 1.634 1.866 -1.491
*
```